10
Properties=species:S:1:pos:R:3:forces:R:3 method="wB97M-V/def2-TZVPD" homo_lumo_gap_ev=8.495 relative_energy_kcal_mol=99.6 homo_energy_ev=-8.866 total_energy_ha=-1042.34002
S 1.05279 -2.48599 0.09042 0.2545 -0.3596 0.4952
C 0.34597 -1.09828 0.45083 -0.5375 1.9219 -0.6478
C -0.48683 -0.49032 1.52215 1.1207 -1.3102 1.6297
C -1.05950 0.57862 0.92143 -1.2337 3.1369 2.8877
N -0.68841 0.72658 -0.37494 0.2226 2.6095 -0.2963
S -0.41102 2.33957 -0.97548 0.8944 0.7798 1.0537
O 0.39393 -0.05247 -0.56278 1.0092 -3.2151 0.0097
H -0.40395 -0.89783 2.67043 -0.7370 1.2972 -3.4145
H -1.55841 1.60185 1.31032 0.6043 -3.1703 -0.5250
H 0.56363 3.03229 -0.05944 -1.5975 -1.6902 -1.1924



40
Properties=species:S:1:pos:R:3:forces:R:3 method="wB97M-V/def2-TZVPD" homo_lumo_gap_ev=8.516 relative_energy_kcal_mol=37.1 homo_energy_ev=-8.173 total_energy_ha=-1122.30534
N -1.29639 1.04505 -0.38658 -0.0027 -1.1371 -0.8305
C -0.93723 -0.33262 -0.06966 0.0365 -0.9262 1.5496
C -1.27480 -0.66197 1.45929 1.4940 -1.3996 -0.6097
C -0.58003 0.19285 2.44316 -0.4657 -0.1691 -0.7319
C -1.15194 1.14744 3.19625 1.5105 0.7433 0.4292
N -0.16205 1.75546 3.97674 -1.0454 0.1166 -0.0673
C 1.04589 1.17468 3.67856 -1.9095 0.3717 0.7736
C 2.24144 1.45423 4.23992 2.7006 0.3302 -0.3290
C 3.34920 0.79718 3.70681 -0.6146 -0.1462 0.8825
C 3.16828 -0.25123 2.81043 -0.1207 0.3877 -0.9923
C 1.92535 -0.51234 2.26736 -0.2611 -0.6900 0.1555
C 0.80730 0.17103 2.75616 1.1120 -0.3024 -0.9283
C -1.76509 -1.31212 -0.94017 -0.0676 0.1784 0.4052
O -2.65272 -1.98035 -0.44447 0.5822 0.3050 -0.9605
N -1.39135 -1.39520 -2.29361 -1.6154 -0.8306 -0.4399
C -0.76096 -0.27200 -2.94049 0.6481 2.4622 0.1657
C 0.31148 -0.60138 -3.96756 0.9944 -0.7139 -1.7551
C 1.67587 -1.19304 -3.51026 0.1913 2.1308 -0.7360
O 2.75603 -0.79515 -3.89593 -1.3893 -0.6421 0.2111
O 1.56289 -2.12560 -2.59667 0.6653 -1.0956 0.9290
C -1.78093 0.59625 -3.75486 1.3999 2.1957 1.4913
O -1.61940 1.78140 -3.99030 0.0426 -1.5516 -0.0377
O -2.86744 -0.05650 -4.07983 -1.2586 -0.7504 -0.7999
H -2.14218 1.20198 0.09790 -1.2637 0.5302 0.3953
H -0.64443 1.67335 0.00547 0.9677 0.7458 0.5057
H 0.13887 -0.51693 -0.26449 -0.4673 0.2322 0.1007
H -2.33324 -0.58952 1.57774 -0.7872 0.0025 0.0213
H -0.98060 -1.71023 1.75629 -0.4792 0.6996 -0.8522
H -2.15164 1.47838 3.19613 -0.9140 0.3278 0.1692
H -0.24463 2.67817 4.36355 -0.0901 -0.0847 0.1913
H 2.42681 2.22748 4.96649 -0.3395 0.2025 0.1458
H 4.32399 1.08234 4.05675 0.3190 -0.1345 0.0730
H 3.99657 -0.78167 2.38159 0.4357 -0.0937 0.0950
H 1.84264 -1.27311 1.49368 -0.1009 0.0398 0.1651
H -2.17800 -1.78746 -2.89595 1.4182 0.3360 1.2358
H -0.32431 0.45306 -2.15895 -0.8652 -1.2143 -1.4378
H -0.11437 -1.34084 -4.69274 0.2827 0.3567 0.4225
H 0.56833 0.28521 -4.58792 -0.2778 -0.4426 0.6363
H 0.64586 -2.24002 -2.34402 -0.6765 -0.2072 0.0791
H -3.43306 0.53375 -4.61581 0.2111 -0.1627 0.2794



18
Properties=species:S:1:pos:R:3:forces:R:3 method="wB97M-V/def2-TZVPD" homo_lumo_gap_ev=9.683 relative_energy_kcal_mol=44.9 homo_energy_ev=-10.165 total_energy_ha=-458.60094
O 2.26352 -0.76828 -0.74800 1.7103 -2.0021 0.5371
H 2.09835 -1.61038 -1.20318 -0.0286 0.6136 0.1411
H 1.63165 -0.14138 -1.03437 -1.1663 1.0045 -0.5881
O -0.69857 -3.70338 -1.37115 1.9852 1.5585 1.1562
H -1.46052 -4.06904 -1.72493 -2.1816 -1.2606 -1.1542
H -1.00780 -2.86387 -0.96979 0.3382 -0.7441 -0.3382
O -0.68052 2.62724 0.97854 -0.6436 0.7997 0.3886
H -0.81316 3.14369 1.78207 0.1557 0.9772 -0.2429
H -0.88936 1.80524 1.38522 -0.3144 -1.8137 0.0758
O 1.98099 2.50276 1.20297 -1.6481 -1.2988 -0.4897
H 0.99516 2.44506 1.00827 1.9571 0.0292 0.2316
H 2.06524 3.41181 1.41341 0.4917 1.4195 0.3274
O -1.48853 -1.66098 0.14967 1.0621 -0.5396 1.0525
H -2.17572 -1.04480 0.26707 -1.6789 1.2722 -0.2507
H -1.32953 -1.92949 1.07105 0.3770 -0.2794 -0.4737
O 0.06217 0.61522 -1.03512 0.1174 0.2311 -1.1148
H -0.39900 -0.12395 -0.66573 -0.3786 -0.8916 0.4176
H -0.15437 1.36455 -0.50598 -0.1546 0.9245 0.3245



54
Properties=species:S:1:pos:R:3:forces:R:3 method="wB97M-V/def2-TZVPD" total_charge=+1 homo_lumo_gap_ev=10.589 relative_energy_kcal_mol=23.3 homo_energy_ev=-12.824 total_energy_ha=-1133.02576
N -0.38281 -0.45922 -0.11868 -0.2798 -0.3789 -0.7966
H -0.34350 0.38746 -0.68446 0.3033 -0.0607 -0.0214
H -0.88142 -0.27505 0.77147 0.4171 -0.1365 0.2620
H 0.54960 -0.88055 -0.01943 -0.3308 0.2871 0.6597
H -0.88836 -1.15244 -0.68377 -0.2443 -0.0421 0.1752
C -0.28738 -4.87652 0.53943 0.0075 -0.3152 -0.3206
C -1.48605 -4.41004 -0.27403 0.7952 0.0963 0.7214
O -1.12834 -3.21108 -0.99058 0.0122 0.0577 -0.3712
H 0.57578 -5.09406 -0.09354 0.0846 0.5040 -0.0297
H -0.46636 -5.84049 1.01901 -0.3994 0.1871 0.2481
H -0.09396 -4.11100 1.28945 0.4298 -0.1596 0.0340
H -2.23443 -4.11404 0.46006 -0.5269 -0.3356 -0.3485
H -1.79890 -5.20486 -0.94676 -0.3648 0.1832 -0.0644
H -1.38664 -3.30840 -1.91198 -0.0282 -0.0153 0.0446
C -1.47348 1.50400 -2.82246 -0.4897 -0.0820 -0.9899
C -0.06682 1.47080 -3.36493 0.7035 0.3353 0.7567
O 0.85860 0.89622 -2.40183 -0.4758 -0.3525 -0.6002
O -1.97289 0.19694 -2.49802 0.4088 0.2508 0.4239
H -2.09559 1.85924 -3.65183 0.1249 0.3888 0.0914
H -1.57842 2.22069 -2.00216 0.1378 -0.1799 0.1853
H 0.28267 2.50068 -3.48585 -0.4366 0.1096 -0.3094
H 0.01793 0.96856 -4.32886 -0.2108 -0.2215 0.1089
H 1.64882 0.70720 -2.91975 0.1679 -0.0219 0.3653
H -2.89624 0.32449 -2.25476 -0.0239 -0.1892 -0.0804
C -2.35102 1.53292 2.31017 0.4925 -0.8622 0.3549
C -1.83991 2.47236 3.38552 -0.9531 1.5772 0.1689
O -1.76817 1.82651 4.64055 0.0361 -0.9799 -0.2258
O -1.46329 0.38369 2.29737 -0.0008 0.2851 -0.0008
H -2.33975 1.97961 1.31484 0.2460 0.2544 0.1325
H -3.35766 1.13478 2.45991 -0.0343 0.3876 0.4154
H -2.52534 3.32291 3.49845 -0.1256 -0.0765 -0.3702
H -0.88135 2.92166 3.12587 0.1075 -0.3051 -0.2108
H -1.42166 2.42781 5.30336 0.0446 0.0652 -0.0234
H -1.17972 0.28481 3.22042 -0.0291 -0.2651 -0.1632
C 0.95472 2.94797 1.20016 0.4012 0.8306 0.0338
C 0.51646 3.50872 -0.16006 2.2846 -0.9228 0.8198
O -0.69307 4.19620 -0.05649 -0.5628 -0.4772 -0.4949
O 2.23167 2.34155 1.07165 -0.0458 -0.2400 -0.5424
H 0.20854 2.23070 1.53732 -0.0397 0.0755 0.2102
H 1.07112 3.80424 1.87661 -0.4209 -0.2248 0.3468
H 0.60986 2.60263 -0.77554 -1.2880 0.4355 -0.5916
H 1.34878 4.11101 -0.53797 -0.1848 0.3552 0.0333
H -0.51636 5.10165 0.21202 0.0397 0.0117 -0.0437
H 2.32961 1.62918 1.70688 -0.0401 0.0541 0.1270
C 3.00418 -2.54118 -1.09992 0.0672 -0.7009 -0.3689
C 2.80790 -1.44616 -0.07194 -0.3238 0.2404 0.1420
O 1.85343 -1.92555 0.90452 0.7721 -0.0551 -0.2092
O 3.82616 -2.22717 -2.21647 -0.1212 0.3371 0.4655
H 2.02579 -2.86618 -1.47565 -0.0214 -0.0167 0.3587
H 3.46536 -3.39410 -0.57798 -0.1016 0.0721 -0.2003
H 2.34655 -0.55443 -0.51186 0.3937 0.0485 -0.0390
H 3.73418 -1.17755 0.44493 -0.0220 0.1363 -0.3157
H 2.30070 -2.69147 1.29092 -0.5294 0.0140 0.2396
H 3.23047 -2.03565 -2.94334 0.1776 0.0368 -0.1928



9
Properties=species:S:1:pos:R:3:forces:R:3 method="wB97M-V/def2-TZVPD" total_charge=-1 homo_lumo_gap_ev="7.177 / 7.826" relative_energy_kcal_mol=74.7 homo_energy_ev="-2.803 / -3.342" total_energy_ha=-429.21412
C -1.05786 0.40688 -0.01768 -1.0696 -2.3578 0.1040
N 1.73885 -0.17422 0.24546 0.2548 0.3626 -0.0117
N 2.01330 0.75528 -0.41815 0.1395 0.1000 0.0109
N -0.36652 -0.63671 -0.69227 0.5565 -0.5990 -0.4417
O -1.98104 -0.08046 0.81974 -0.2701 -1.0863 1.3954
O -0.61883 -1.84856 -0.23716 -0.4147 1.4070 0.0692
O -1.01112 1.58388 -0.22658 0.7814 1.3406 -0.6188
H -1.74220 -1.06586 0.89812 -0.0909 0.9392 -0.6035
H 3.02542 1.05978 -0.37147 0.1131 -0.1062 0.0961



78
Properties=species:S:1:pos:R:3:forces:R:3 method="wB97M-V/def2-TZVPD" homo_lumo_gap_ev=7.186 homo_energy_ev=-8.163 total_energy_ha=-2772.45102
C 0.18832 -0.93291 -2.01576 0.9119 -0.3897 -0.3588
C 1.12912 -2.16557 -1.87586 -0.4096 1.7513 -0.0326
I 1.30622 -3.01400 -3.85138 -0.1726 -0.1369 0.1952
C 2.45241 -1.65518 -1.27915 -0.0158 -0.9161 -0.8670
P 3.98300 -2.70293 -1.41514 0.9764 -0.1714 1.6486
C 5.17184 -1.57114 -2.27114 -0.9484 0.2250 -0.7517
C 4.75976 -1.12998 -3.69212 0.7281 -0.0155 0.4190
C 5.13106 0.29631 -4.03753 -1.1867 0.7830 -1.3627
O 4.46845 0.94845 -4.82517 1.1056 -0.7208 1.2517
O 6.23538 0.83080 -3.39981 -0.3699 -0.5965 0.0254
H -0.85616 -1.19591 -1.91254 -0.1834 0.0773 0.0403
H 0.37227 -0.49698 -2.99152 -0.2633 0.2393 -0.1522
H 0.51631 -0.18164 -1.30160 -0.4027 0.0236 0.3819
H 0.62163 -2.83998 -1.21062 0.3108 -0.7817 -0.1459
H 2.65929 -0.64767 -1.63821 0.1023 0.0135 -0.3086
H 2.27910 -1.56805 -0.21377 -0.0037 0.0513 0.2332
H 3.75038 -3.76763 -2.30916 -0.3027 0.5258 -0.4978
H 6.17367 -1.98230 -2.26502 0.1165 -0.1358 0.1011
H 5.19195 -0.67945 -1.65008 0.0885 -0.0497 0.3780
H 3.69138 -1.19514 -3.85362 -0.1672 -0.0297 -0.0481
H 5.22669 -1.81266 -4.39831 0.0058 0.0450 -0.3122
H 5.90214 1.46000 -2.75297 0.1786 0.4466 -0.0767
O 1.04505 -3.27263 0.89373 -0.0569 -0.1239 0.1629
N 1.11572 -2.59155 1.90186 -0.0463 -0.0341 0.0447
O 2.14343 -2.10486 2.32250 0.0741 0.0705 -0.0066
C -0.12168 -2.34061 2.64682 -0.1861 0.0136 0.0994
C -1.30200 -2.91010 2.20549 -0.1401 -0.1190 -0.1434
C -2.46459 -2.68561 2.92490 0.0468 0.0640 0.1131
C -2.43739 -1.89455 4.06439 0.0830 -0.1894 0.0459
C -1.24316 -1.32563 4.48914 -0.0546 -0.1569 -0.0232
C -0.07615 -1.54738 3.78041 0.1017 0.1487 0.1682
H -1.32294 -3.52418 1.31747 0.1305 0.0019 -0.0057
H -3.39358 -3.13008 2.59617 0.0014 -0.0017 -0.0279
H -3.34452 -1.72266 4.62537 -0.0038 0.0650 -0.0081
H -1.22489 -0.70867 5.37721 0.0042 0.0034 0.0105
H 0.85268 -1.10655 4.11072 0.0691 -0.0677 -0.0976
O -3.37210 0.99544 5.36398 -0.0185 -0.0331 0.0652
N -2.97502 1.40270 4.28790 -0.0408 0.0630 -0.0196
O -3.03328 0.76825 3.25565 -0.1326 0.1413 -0.1472
C -2.37683 2.74176 4.23831 0.1022 0.1966 -0.0192
C -2.26294 3.47119 5.40770 -0.0150 0.0435 0.2494
C -1.67735 4.72565 5.35801 0.0202 0.0262 -0.1483
C -1.21928 5.23584 4.14946 -0.0063 -0.0118 0.0206
C -1.35053 4.49488 2.98188 -0.0267 -0.5114 0.4578
C -1.93164 3.23648 3.02483 0.0451 0.0177 -0.1454
H -2.61949 3.07359 6.34611 -0.0340 -0.1147 -0.0603
H -1.57480 5.30591 6.26471 -0.0097 -0.0125 0.0162
H -0.75700 6.21331 4.11614 0.0100 0.0248 -0.0321
H -0.99412 4.88078 2.05117 0.1329 0.0065 -0.1495
H -2.03232 2.65499 2.12049 -0.0375 -0.1082 0.0708
O -1.04057 8.34891 2.68200 0.0585 0.0187 0.0729
N -1.81012 7.84936 1.88771 -0.0275 -0.0199 -0.0630
O -1.67743 6.73889 1.40968 -0.0662 0.4434 -0.2245
C -2.97892 8.63579 1.47665 -0.1962 0.1229 -0.0683
C -3.13837 9.91488 1.97782 0.0637 0.1898 0.1294
C -4.23139 10.66148 1.57089 -0.0745 -0.0746 -0.0842
C -5.14792 10.12332 0.67721 0.0080 -0.0055 0.0048
C -4.97663 8.83385 0.19137 0.0062 0.1212 0.0611
C -3.88496 8.08131 0.59104 -0.0827 -0.1723 -0.1446
H -2.42424 10.33072 2.67263 0.0782 -0.1090 -0.0121
H -4.36727 11.66502 1.94896 0.0161 0.0039 0.0179
H -5.99801 10.71120 0.35753 -0.0069 -0.0009 0.0048
H -5.69270 8.41574 -0.50209 0.0067 -0.0239 -0.0046
H -3.74792 7.07945 0.21269 0.1159 -0.0101 0.0648
O 0.10916 -9.37420 -7.22340 -0.0468 0.0507 -0.0579
N 0.76382 -9.89589 -6.34513 0.0087 -0.0153 -0.0299
O 1.06342 -11.07147 -6.31324 0.0334 -0.0808 0.0118
C 1.22451 -9.04337 -5.23865 0.0584 0.1350 0.1729
C 0.87095 -7.70651 -5.22598 -0.0914 0.1820 -0.0569
C 1.28930 -6.91174 -4.17074 0.0316 -0.0692 0.0598
C 2.05432 -7.45866 -3.14951 0.0119 -0.0033 0.0068
C 2.40787 -8.80122 -3.18275 -0.0494 0.1221 -0.0243
C 1.99121 -9.60281 -4.23310 0.1175 -0.1717 0.1277
H 0.27598 -7.28419 -6.02194 -0.0147 -0.1233 -0.0581
H 1.01911 -5.86431 -4.13897 -0.0024 -0.1189 -0.0255
H 2.37519 -6.83547 -2.32429 0.0035 0.0121 -0.0081
H 3.00610 -9.22470 -2.38784 0.0050 -0.0243 -0.0067
H 2.26204 -10.64756 -4.26057 -0.0753 -0.0189 -0.1165